{
  "formula": "C12H17BMgN6O2",
  "method": "wB97M-V/def2-TZVPD",
  "elements": ["H", "N", "B", "N", "C", "Mg", "H", "C", "H", "C", "H", "C", "H", "H", "H", "N", "N", "N", "N", "C", "C", "H", "H", "C", "C", "C", "C", "H", "H", "H", "H", "H", "C", "O", "C", "O", "H", "H", "H"],
  "positions_angstrom": [[1.13617, 2.82010, 0.32133], [0.54560, 1.52302, -1.20890], [0.18164, 0.36110, -3.45721], [0.58307, 1.61582, -2.58260], [0.93060, 2.87412, -2.93667], [-0.06306, -0.22481, -0.12263], [0.98530, 3.17442, -3.97894], [1.15904, 3.58836, -1.77711], [1.43325, 4.61239, -1.70767], [0.96972, 2.68480, -0.72410], [0.36020, 0.65116, -4.67674], [-0.57675, -1.58724, 1.45524], [-0.53475, -1.51343, 2.56089], [0.14925, -2.45774, 1.27600], [-1.55934, -2.08806, 1.18899], [-1.27739, -0.02472, -3.07410], [1.06254, -0.87289, -3.01201], [-1.51748, -0.21640, -1.70201], [0.98397, -1.21807, -1.62490], [-2.40414, -0.23699, -3.74247], [2.01292, -1.61357, -3.60931], [-2.39905, -0.14369, -4.81747], [2.20386, -1.52134, -4.67081], [-3.39738, -0.54144, -2.84931], [2.63760, -2.36377, -2.63603], [-2.80822, -0.49097, -1.58730], [2.01207, -2.01044, -1.41944], [-4.41402, -0.76204, -3.09101], [3.47051, -3.00805, -2.81556], [-3.15824, -0.60431, -0.58686], [2.24817, -2.22697, -0.40634], [-0.45323, -0.27378, 1.60393], [0.50157, 1.64842, 3.27500], [1.49312, 1.30202, 2.31319], [1.47283, 0.71016, 1.11493], [2.52558, 0.60975, 0.42434], [1.12839, 1.84700, 4.19053], [-0.21846, 0.83214, 3.41206], [-0.10915, 2.46541, 2.87095]],
  "atomic_forces_ev_per_a": [[-0.1, 0.2, 0.2], [0.4, 0.5, -1.2], [0.6, 0.2, -0.5], [-0.6, -0.3, 0.7], [-0.1, -0.4, 0.2], [1.3, 1.3, -3.1], [0.0, -0.1, 0.3], [0.2, -0.1, -0.2], [0.3, 0.5, 0.0], [-0.7, 0.1, -1.4], [-0.4, -0.5, 1.2], [-1.6, -0.5, 2.6], [-0.4, -0.8, -0.2], [0.1, 2.2, -0.4], [0.7, 1.2, 0.4], [0.6, -0.1, 2.3], [-1.3, 0.0, 1.7], [-0.5, 0.4, -1.3], [1.4, 0.6, -2.4], [0.4, 0.2, -0.2], [-0.4, 0.6, 0.9], [-0.2, 0.0, 0.1], [0.0, 0.0, 0.2], [-1.1, -0.2, 0.1], [0.3, 0.1, 0.2], [0.9, 0.1, -0.8], [-0.2, -0.5, -1.2], [-0.3, 0.0, 0.0], [0.2, -0.2, 0.2], [-0.7, -0.3, 0.3], [0.3, -0.6, 0.5], [0.3, -3.5, -0.8], [0.4, -0.6, -0.9], [2.7, 1.1, 1.3], [0.3, -1.3, -1.8], [-2.2, 0.4, 2.9], [-1.3, 0.1, -0.9], [0.2, -0.2, 0.4], [0.4, 0.3, 0.6]],
  "fmax_ev_per_a": 3.70,
  "total_charge": 0,
  "relative_energy_kcal_mol": 135.2,
  "multiplicity": 1
}